Molecular formula: C54H48Cl12O34
Method: DFT, ωB97M-V/def2-TZVPD

Structure (XYZ):
```
148
Properties=species:S:1:pos:R:3:forces:R:3:lowdin_charge:R:1
C 6.101 -0.811 -2.667 -0.862 -0.590 -1.648 0.07
C 6.609 -0.795 -1.451 0.179 0.101 1.254 -0.27
C 5.981 -0.076 -0.276 -1.047 1.773 0.350 -0.29
O 6.429 0.021 0.870 0.070 -0.994 -2.051 0.11
C 4.783 0.678 -0.700 0.055 -0.184 -0.066 0.05
C 4.273 0.573 -1.935 -2.941 1.855 -0.132 -0.23
C 4.835 -0.157 -3.055 2.285 -0.924 -1.344 -0.30
O 4.417 -0.109 -4.215 0.085 -0.073 1.887 0.12
O 3.110 1.231 -2.266 1.125 -0.197 1.961 0.06
O 7.757 -1.400 -1.204 0.477 -0.317 0.276 0.12
H 6.636 -1.394 -3.402 -0.003 0.114 -0.271 0.14
H 4.306 1.371 -0.022 -0.014 -0.141 0.269 0.12
H 2.955 1.271 -3.213 0.151 -0.276 -0.799 0.04
H 7.934 -1.192 -0.283 0.573 -0.140 0.688 0.11
C -2.909 0.235 3.549 -0.457 0.498 0.301 0.04
C -3.763 1.257 3.271 1.900 -1.070 -2.491 -0.21
C -4.793 1.806 4.176 0.338 -1.538 1.287 -0.32
O -5.616 2.615 3.809 0.379 -0.025 0.026 0.14
C -4.749 1.105 5.488 0.371 0.039 0.958 0.09
C -3.805 0.190 5.852 -0.592 -0.947 1.637 -0.17
C -2.766 -0.323 4.900 -0.462 0.889 -1.065 -0.35
O -1.916 -1.131 5.203 -0.211 -0.007 0.440 0.11
O -3.817 -0.480 7.085 -0.938 1.940 -1.622 0.08
O -3.732 1.751 1.987 -0.242 -0.381 1.596 0.07
H -2.290 -0.206 2.781 0.063 0.195 -0.151 0.07
H -5.479 1.430 6.215 -0.107 -0.096 0.112 0.13
H -3.005 -0.971 7.228 0.467 -0.197 -0.509 0.10
H -4.415 2.424 2.028 -0.512 0.711 -0.563 0.10
C 0.899 -0.294 -4.483 0.088 1.363 -0.195 0.06
C 0.876 1.054 -4.751 0.245 -2.683 -0.269 -0.21
C -0.315 1.735 -5.325 -0.682 2.064 0.404 -0.31
O -0.375 2.946 -5.632 1.117 -2.384 0.672 0.09
C -1.446 0.879 -5.406 -1.755 -1.309 -0.432 0.04
C -1.441 -0.461 -5.190 -1.741 -0.400 -1.005 -0.19
C -0.255 -1.150 -4.667 1.004 -1.395 -0.048 -0.32
O -0.225 -2.380 -4.512 -0.144 1.877 0.079 0.09
O -2.506 -1.232 -5.566 0.583 1.878 0.375 0.11
O 2.017 1.699 -4.631 0.930 0.909 0.069 0.09
H 1.822 -0.786 -4.211 0.105 0.135 0.162 0.13
H -2.378 1.311 -5.739 0.084 0.119 -0.187 0.08
H -2.415 -2.169 -5.374 0.629 -0.584 0.362 0.07
H 1.950 2.605 -4.942 -0.326 0.471 -0.209 0.14
C 1.943 9.679 0.553 0.889 1.304 -0.969 0.08
C 1.857 8.446 0.092 1.299 -0.203 -0.520 -0.28
C 1.307 7.430 0.924 -2.029 -4.398 3.261 -0.20
O 1.315 6.184 0.661 0.247 3.954 0.454 0.04
C 0.740 7.917 2.285 -0.458 -1.281 -2.175 0.09
C 0.680 9.193 2.593 -0.047 1.317 3.499 -0.17
C 1.450 10.209 1.801 -0.829 -0.509 -0.723 -0.33
O 1.620 11.371 2.077 -0.258 0.201 1.011 0.14
O 0.112 9.554 3.874 1.185 -0.470 -3.207 0.05
O 2.534 8.050 -0.975 -0.376 0.797 -0.339 0.12
H 2.536 10.345 -0.056 -0.030 0.355 0.066 0.15
H 0.130 7.276 2.905 0.335 -0.638 -0.096 0.10
H 0.304 10.494 3.911 -0.094 0.590 0.381 0.09
H 2.418 7.101 -1.056 0.315 -1.028 -0.360 0.05
C 3.066 2.646 3.174 -0.522 -0.629 -0.259 0.10
C 3.151 3.271 1.984 -2.513 0.387 -0.373 -0.23
C 4.298 4.045 1.555 2.852 -0.482 0.138 -0.34
O 4.566 4.520 0.462 -1.536 -0.116 0.030 0.13
C 5.331 3.994 2.537 2.215 0.546 1.703 0.07
C 5.274 3.414 3.748 1.519 0.497 0.933 -0.22
C 4.129 2.630 4.182 -1.722 -0.133 -1.504 -0.33
O 4.033 2.039 5.234 0.470 0.245 0.283 0.13
O 6.248 3.475 4.690 -0.141 0.428 -1.371 0.11
O 2.131 3.310 1.101 -0.673 -1.167 0.610 0.06
H 2.208 2.058 3.465 -0.373 0.080 -0.317 0.10
H 6.278 4.457 2.301 -0.004 0.275 -0.199 0.14
H 5.884 2.999 5.439 -0.004 -0.413 0.630 0.10
H 2.089 4.159 0.655 0.242 0.565 -0.488 0.08
C 0.085 -7.450 1.377 0.489 -1.317 -0.330 0.07
C -0.465 -6.240 1.456 -0.846 0.646 1.955 -0.26
C -0.469 -5.211 0.425 2.631 0.754 -3.310 -0.31
O -0.804 -4.040 0.532 -0.618 -1.201 0.836 0.11
C 0.252 -5.658 -0.811 -1.215 0.322 0.788 0.04
C 0.825 -6.857 -0.885 -0.025 -1.337 -2.425 -0.22
C 0.790 -7.928 0.187 0.700 -0.459 0.431 -0.29
O 1.351 -9.031 0.061 -1.217 2.347 -0.147 0.09
O 1.289 -7.253 -2.125 -0.070 0.600 1.076 0.06
O -0.998 -5.825 2.594 -0.002 -0.811 0.594 0.12
H 0.049 -8.097 2.242 0.035 -0.020 0.065 0.14
H 0.161 -5.022 -1.679 0.307 0.026 0.002 0.12
H 1.613 -8.155 -2.079 0.180 -0.448 0.406 0.10
H -1.246 -4.901 2.518 -0.483 0.803 0.137 0.06
C -0.397 -7.375 -4.948 1.022 1.895 0.324 0.08
C -0.620 -6.016 -4.859 0.793 -0.945 1.368 -0.18
C -1.871 -5.420 -5.384 -0.843 -0.378 -1.346 -0.29
O -2.149 -4.233 -5.332 0.264 -0.723 0.387 0.11
C -2.745 -6.407 -6.053 -0.295 1.404 0.046 0.07
C -2.452 -7.684 -6.246 -1.525 -1.145 0.082 -0.23
C -1.238 -8.319 -5.660 0.780 -3.083 -0.065 -0.26
O -1.050 -9.583 -5.750 -0.793 4.362 0.215 0.07
O -3.405 -8.503 -6.781 1.130 0.801 0.276 0.10
O 0.220 -5.215 -4.144 -0.631 -1.535 -0.936 0.09
H 0.533 -7.642 -4.468 -0.063 -0.655 -0.081 0.12
H -3.705 -6.034 -6.379 -0.047 0.055 -0.106 0.14
H -3.036 -9.385 -6.691 0.136 -0.745 -0.121 0.10
H -0.161 -4.336 -4.077 -0.221 0.834 -0.313 0.06
C -5.014 -1.873 1.111 -0.209 0.218 0.118 0.08
C -6.301 -2.020 0.746 -0.501 -0.381 2.604 -0.23
C -6.850 -1.551 -0.495 2.643 0.554 -3.345 -0.35
O -7.998 -1.654 -0.816 -1.493 -0.049 0.380 0.15
C -5.805 -1.059 -1.448 2.310 -0.028 1.105 0.11
C -4.447 -1.031 -1.108 -1.283 0.880 -1.341 -0.22
C -3.922 -1.409 0.215 0.799 -2.040 3.788 -0.23
O -2.734 -1.511 0.668 -3.454 1.090 -2.780 0.02
O -3.524 -0.591 -1.958 -0.801 0.005 -0.770 0.07
O -7.234 -2.508 1.598 1.226 0.036 0.319 0.11
H -4.780 -2.079 2.145 0.197 -0.215 -0.062 0.12
H -6.075 -0.755 -2.449 -0.166 -0.013 -0.003 0.12
H -2.681 -0.508 -1.505 0.661 0.031 0.340 -0.01
H -8.098 -2.484 1.180 -0.372 0.112 -0.470 0.11
O 2.985 5.581 -1.870 -0.230 -0.109 -0.212 -0.03
H 2.584 5.541 -2.739 -0.189 0.059 -0.276 0.06
H 3.675 4.918 -1.894 0.330 -0.148 0.396 0.05
O -2.559 -3.389 2.865 0.167 -0.394 0.277 -0.03
H -3.156 -2.841 3.374 0.036 0.023 0.313 0.03
H -2.774 -3.196 1.953 0.220 0.274 -0.446 0.00
C 4.037 -3.822 -0.069 -0.886 -0.587 0.190 -0.91
Cl 2.977 -4.894 0.937 1.117 0.043 -0.195 0.55
Cl 3.116 -2.287 -0.137 0.861 -0.133 -0.376 0.55
H 5.049 -3.740 0.327 -0.437 0.409 0.579 0.04
H 4.166 -4.282 -1.049 -0.587 0.271 -0.046 0.04
C 0.063 2.254 6.647 -0.775 -0.135 1.477 -0.97
Cl -1.126 2.919 5.502 0.719 -0.292 -0.211 0.54
Cl 0.079 3.323 8.104 0.360 -0.180 -0.405 0.48
H -0.345 1.326 7.046 0.081 0.019 -0.410 0.01
H 1.087 2.079 6.317 -0.305 0.500 -0.498 0.01
C 1.103 -2.136 3.785 0.337 -0.395 -0.726 -0.99
Cl 1.557 -0.666 4.738 -0.501 -0.871 -0.512 0.51
Cl 1.506 -3.675 4.582 -0.022 0.370 0.145 0.52
H 0.063 -2.226 3.473 -0.153 0.652 0.711 0.01
H 1.671 -2.134 2.855 0.237 0.284 0.284 0.00
C 0.485 0.811 -0.272 -0.498 -0.891 -0.417 -0.90
Cl -0.141 0.519 1.347 0.128 0.361 0.125 0.62
Cl -0.484 -0.176 -1.458 0.510 0.283 0.149 0.64
H 0.367 1.847 -0.588 0.286 -0.201 0.343 0.02
H 1.484 0.376 -0.315 -0.112 0.563 -0.134 0.00
C -1.132 4.066 2.077 -0.269 0.295 0.509 -1.01
Cl -2.121 5.296 3.023 0.904 -0.930 -0.135 0.47
Cl -1.388 4.407 0.407 -0.291 -0.132 -1.389 0.56
H -0.050 4.139 2.191 -0.285 0.320 0.773 0.01
H -1.488 3.059 2.298 -0.071 0.298 0.157 -0.02
C -4.680 2.590 -3.542 -1.237 -0.368 1.262 -1.01
Cl -3.121 3.011 -2.810 -0.125 0.075 -0.639 0.53
Cl -4.801 2.249 -5.282 0.313 0.194 0.680 0.56
H -5.046 1.760 -2.938 0.466 -0.662 -0.645 0.00
H -5.447 3.308 -3.253 0.543 0.735 -0.595 0.03
```
Forces are in eV/Å.

Its LUMO energy is -0.08321 Ha. The gap between HOMO and LUMO comes out at 0.2637 Eh. The calculation puts the maximum force at 0.1136 hartree/bohr.